Formula: FNO3S
Source: the OMol25 dataset
Level of theory: wB97M-V/def2-TZVPD

Atoms and positions in Å:
O  -0.12  -0.07  0.37
N  0.09  -1.42  0.30
O  -0.53  -2.09  1.09
O  1.35  1.97  -0.35
S  0.64  0.91  -0.94
F  -0.82  1.56  -1.27

Properties
- E (Ha) = -778.4070
- total charge = 0
- gap between HOMO and LUMO (eV) = 10.623
- E_HOMO (eV) = -10.94
- E_LUMO (eV) = -0.3